No. 1
Formula: C17H13N7O2
Source: the OMol25 dataset
Level of theory: ωB97M-V with the def2-TZVPD basis set

The geometry in XYZ format:
```
39
Properties=species:S:1:pos:R:3
N 4.18 -2.77 1.12
N -0.78 0.97 1.25
N -5.15 1.41 1.98
N -5.85 2.73 0.13
N -0.69 0.91 -1.09
N 2.21 -2.19 -0.06
O 0.57 0.14 -3.52
O -7.45 2.13 1.60
C 1.44 -0.14 -4.59
C 2.62 -0.59 -4.01
C 2.39 -0.46 -2.48
C 1.07 -0.18 -2.26
C 3.14 -3.03 0.32
C -6.09 2.01 1.18
C -1.30 1.13 0.01
C 4.30 -1.47 1.51
C 0.41 0.43 1.36
C -3.88 1.39 1.56
C -4.64 2.55 -0.39
C 0.46 0.18 -1.01
C 2.28 -0.96 0.40
C 3.28 -0.57 1.28
C 1.03 -0.14 0.23
C -3.62 1.87 0.28
N -2.46 1.49 -0.43
C -7.64 1.72 3.02
H 1.33 0.36 -5.53
H 3.57 -0.75 -4.55
H 3.19 -0.42 -1.75
H 3.08 -4.03 0.10
H 5.22 -1.24 2.07
H 0.79 0.10 2.28
H -3.30 0.81 2.17
H -4.57 2.96 -1.40
H 3.14 0.40 1.68
H -2.36 1.65 -1.42
H -8.66 1.91 3.37
H -7.01 2.27 3.67
H -7.45 0.60 3.22
```

Computed properties:
SMILES ... COc1ncc(Nc2ncc(-c3ccncn3)c(-c3ccco3)n2)cn1
Electronic energy ... -32361.548 eV
HOMO energy ... -8.22 eV
Total charge ... 0
Gap between HOMO and LUMO ... 0.2908 Eh

No. 2
Formula: C31H57Cl2MnN3O20
Source: the OMol25 dataset
Level of theory: ωB97M-V with the def2-TZVPD basis set

The geometry in XYZ format:
```
114
Properties=species:S:1:pos:R:3
Mn 9.34 -2.05 7.29
N 11.72 -6.25 10.05
H 11.53 -7.27 9.89
H 10.90 -5.71 9.79
H 12.46 -5.82 9.47
H 11.98 -6.21 11.03
C 21.04 -8.10 4.22
C 20.83 -7.32 2.94
N 19.42 -7.10 2.62
C 18.68 -6.06 3.13
C 17.46 -6.21 2.61
N 17.49 -7.16 1.62
C 18.73 -7.70 1.65
C 16.47 -7.57 0.69
H 22.12 -8.26 4.32
H 20.54 -9.06 4.30
H 20.91 -7.46 5.10
H 21.31 -7.87 2.12
H 21.40 -6.40 2.82
H 19.09 -5.33 3.81
H 16.52 -5.70 2.76
H 19.12 -8.40 0.94
H 16.89 -8.24 -0.05
H 16.00 -6.77 0.12
H 15.69 -8.14 1.20
C 8.98 -0.34 4.02
C 8.68 0.10 5.27
C 7.42 0.83 5.55
O 7.09 1.18 6.72
C 6.47 1.13 4.55
C 6.81 0.83 3.18
C 8.15 0.06 2.89
O 8.42 -0.24 1.74
O 6.08 1.12 2.23
O 9.48 -0.27 6.25
H 9.86 -0.92 3.78
H 5.45 1.42 4.74
C 14.08 -5.22 6.29
C 13.13 -4.54 7.03
C 12.11 -3.66 6.35
O 11.31 -2.94 7.02
C 12.20 -3.41 4.99
C 13.20 -4.04 4.21
C 14.04 -5.15 4.89
O 14.72 -5.94 4.19
O 13.54 -3.71 3.06
O 13.17 -4.68 8.29
H 14.86 -5.77 6.79
H 11.60 -2.69 4.45
C 14.28 -2.02 10.26
C 15.53 -2.84 9.94
O 15.33 -4.24 9.97
O 14.47 -0.65 10.06
H 13.89 -2.38 11.21
H 13.53 -2.35 9.53
H 16.34 -2.54 10.61
H 15.88 -2.55 8.94
H 14.56 -4.40 9.40
H 14.88 -0.49 9.21
C 8.46 -4.86 7.59
C 8.06 -4.45 6.15
O 8.52 -3.16 5.70
O 8.93 -3.81 8.47
H 9.33 -5.52 7.48
H 7.77 -5.57 8.06
H 6.97 -4.33 6.17
H 8.32 -5.24 5.45
H 8.20 -3.04 4.79
H 8.83 -4.14 9.37
C 13.16 -8.80 8.41
C 12.32 -9.67 9.32
O 11.18 -8.88 9.79
O 14.05 -7.98 9.12
H 12.54 -8.26 7.69
H 13.70 -9.53 7.80
H 12.92 -9.95 10.19
H 11.86 -10.48 8.76
H 10.85 -9.30 10.59
H 14.39 -7.31 8.51
C 12.65 -8.34 4.55
C 12.93 -8.45 3.01
O 13.10 -7.15 2.48
O 13.87 -8.24 5.27
H 12.04 -9.19 4.85
H 12.07 -7.40 4.57
H 12.00 -8.83 2.58
H 13.79 -9.12 2.88
H 13.72 -6.66 3.05
H 14.25 -7.36 5.06
C 14.79 -2.26 0.28
C 15.10 -3.75 0.04
O 15.47 -4.44 1.23
O 13.51 -2.07 0.86
H 14.89 -1.79 -0.70
H 15.56 -1.86 0.95
H 15.99 -3.82 -0.60
H 14.25 -4.23 -0.45
H 14.78 -4.36 1.92
H 13.54 -2.62 1.65
C 16.39 -2.07 4.06
C 16.75 -1.75 5.49
O 15.64 -1.98 6.35
O 15.16 -1.45 3.73
H 16.34 -3.16 3.89
H 17.10 -1.75 3.29
H 17.00 -0.69 5.56
H 17.63 -2.28 5.84
H 14.89 -1.60 5.87
H 14.45 -2.07 3.53
C 17.69 -5.33 7.40
Cl 19.49 -5.23 7.10
Cl 17.21 -6.75 8.28
H 17.44 -4.49 8.03
H 17.18 -5.20 6.45
```

Computed properties:
Spin multiplicity ... 6
Electronic energy ... -134849.501 eV
HOMO energy (spin up / spin down) ... -4.80 / -4.80 eV
Total charge ... 0
Gap between HOMO and LUMO (spin up / spin down) ... 0.1160 / 0.1156 Eh

No. 3
Formula: C5H11O2
Source: the OMol25 dataset
Level of theory: ωB97M-V with the def2-TZVPD basis set

The geometry in XYZ format:
```
18
Properties=species:S:1:pos:R:3
C 2.44 3.06 -0.22
C 1.65 2.02 -1.05
O 0.85 1.32 -0.38
O 1.86 1.99 -2.28
H 2.93 2.56 0.63
H 1.74 3.78 0.20
H 3.18 3.59 -0.82
C -0.78 -1.40 0.30
C -1.44 -1.75 1.64
C -1.64 -1.78 -0.89
H -0.53 -0.34 0.27
H 0.18 -1.93 0.23
H -0.75 -1.55 2.46
H -1.70 -2.81 1.68
H -1.80 -2.86 -0.94
H -2.64 -1.32 -0.80
H -2.34 -1.16 1.80
H -1.21 -1.43 -1.83
```

Computed properties:
Electronic energy ... -9459.981 eV
HOMO energy ... -3.91 eV
Total charge ... -1
Gap between HOMO and LUMO ... 0.2831 Eh

No. 4
Formula: C4Cl2O4V2
Source: the OMol25 dataset
Level of theory: ωB97M-V with the def2-TZVPD basis set

The geometry in XYZ format:
```
12
Properties=species:S:1:pos:R:3
V 4.33 3.46 -2.14
V 1.56 0.99 -1.14
Cl 3.37 1.37 -2.35
Cl 1.32 3.07 -0.38
C 1.00 -0.04 0.33
C 5.49 4.31 -3.32
C 5.19 4.65 -1.00
O 0.53 -0.47 1.31
O 6.20 4.94 -3.97
O 5.77 5.50 -0.45
O -1.27 0.07 -1.88
C -0.16 0.37 -1.70
```

Computed properties:
Spin multiplicity ... 5
Electronic energy ... -88699.032 eV
HOMO energy (spin up / spin down) ... -27.18 / -30.01 eV
Total charge ... +4
Gap between HOMO and LUMO (spin up / spin down) ... 0.1834 / 0.3271 Eh

No. 5
Formula: C5H14NO2
Source: the OMol25 dataset
Level of theory: ωB97M-V with the def2-TZVPD basis set

The geometry in XYZ format:
```
22
Properties=species:S:1:pos:R:3
C 0.75 -1.54 1.35
O -0.56 -0.75 -2.27
C -0.24 -1.02 0.54
C -0.65 0.37 0.60
C -2.14 0.62 0.50
C -2.74 1.25 -0.53
N 2.87 0.54 1.68
H 0.97 -2.60 1.20
H 1.48 -0.89 1.82
H 0.37 -0.55 -2.16
H -0.68 -1.66 -0.22
H -0.34 0.87 -0.35
H -0.12 0.89 1.41
H -2.78 0.26 1.31
H -2.12 1.48 -1.38
H -3.82 1.41 -0.53
H 3.81 0.15 1.74
H 2.39 0.18 0.86
H 2.97 1.54 1.56
H -0.67 -1.15 -3.14
H 1.95 1.03 -1.57
O 1.37 0.38 -1.12
```

Computed properties:
Electronic energy ... -10982.379 eV
HOMO energy ... -14.07 eV
Total charge ... +1
Gap between HOMO and LUMO ... 0.1700 Eh

No. 6
Formula: C4H5LaO4
Source: the OMol25 dataset
Level of theory: ωB97M-V with the def2-TZVPD basis set

The geometry in XYZ format:
```
14
Properties=species:S:1:pos:R:3
C -1.40 -0.46 -0.85
O -2.64 -0.71 -1.21
H -0.78 0.23 -1.42
H -2.83 -0.39 -2.11
C -0.93 -0.95 0.42
C 0.41 -1.13 -0.11
H -1.40 -1.87 0.77
H -0.74 0.16 1.24
H 0.71 -1.92 -0.80
O 1.45 -0.36 0.25
C 1.38 0.87 0.87
O 0.31 1.27 1.36
O 2.49 1.45 0.84
La 3.98 3.80 0.75
```

Computed properties:
Spin multiplicity ... 2
Electronic energy ... -13242.532 eV
HOMO energy (spin up / spin down) ... -18.01 / -21.51 eV
Total charge ... +3
Gap between HOMO and LUMO (spin up / spin down) ... 0.1701 / 0.2991 Eh